(1)
One molecule with the formula C11H10OS at a distorted geometry, computed with wB97M-V/def2-TZVPD.

XYZ file:
```
23
Properties=species:S:1:pos:R:3
C 2.77822 0.23365 0.61713
C 2.35822 -0.89798 1.28480
C 2.35578 0.44430 -0.71766
C 1.41146 -1.71115 0.72330
C 1.21039 -0.24297 -1.13271
C 0.72261 -1.28419 -0.37727
C -2.14693 0.12753 -1.24463
C -1.99678 1.35861 -0.83337
C -2.08920 -0.92878 -0.20443
C -1.92282 1.27775 0.64531
C -2.00344 -0.00004 1.03830
O -0.85630 -3.37956 -0.06606
S -0.84809 -2.13043 -0.87380
H 3.52444 0.82789 1.12283
H 2.95276 -1.08640 2.21338
H 2.67979 1.26510 -1.36920
H 0.94720 -2.64487 1.15854
H 0.74320 0.11750 -2.16297
H -2.15265 -0.07158 -2.34468
H -2.02094 2.33759 -1.33823
H -2.98926 -1.55341 -0.05816
H -1.69570 2.18823 1.16292
H -2.17617 -0.40473 1.99743
```

Output
Total energy   -24448.7300 eV
LUMO energy   0.443 eV
Kohn-Sham gap   0.3448 Ha
2S+1   1


(2)
C24H17Cl3N2O3PdS3 as an isolated structure, computed with wB97M-V/def2-TZVPD.

XYZ file:
```
53
Properties=species:S:1:pos:R:3
Pd 1.07994 -0.49382 -0.59402
N -0.55110 -2.76228 0.67355
C -0.34518 -2.64385 2.03560
C -0.80658 -3.59647 2.91593
C -0.73967 -3.40801 4.30317
C -0.23039 -2.25718 4.82862
C 0.34770 -1.29647 3.97236
C 0.95241 -0.12133 4.46453
C 1.61434 0.71190 3.61446
C 1.70214 0.35592 2.26203
N 1.10237 -0.69481 1.75212
C 0.36805 -1.51140 2.56502
H -1.04367 -3.59476 0.39589
H -0.95322 -1.93305 0.26420
H -1.28075 -4.48735 2.52120
H -1.14380 -4.16912 4.95800
H -0.23911 -2.07338 5.89547
H 0.89557 0.09097 5.52538
H 2.09871 1.61317 3.96306
H 2.31415 0.93258 1.57827
O -0.73372 0.27689 -0.19542
C -1.15847 1.18663 -1.17046
C -2.47373 0.66447 -1.74744
C -2.65988 -0.59027 -2.25127
C -3.98823 -0.81532 -2.69655
C -4.78354 0.27174 -2.51470
S -3.93021 1.57515 -1.79690
C -0.10398 1.28949 -2.28087
C 1.23221 1.60677 -2.12860
C 1.92768 1.63886 -3.37069
C 1.12090 1.37112 -4.42669
S -0.49236 1.05474 -3.94026
C -1.34002 2.54943 -0.53434
C -1.05772 3.79239 -1.00989
C -1.39593 4.81944 -0.08515
C -1.91328 4.32912 1.07091
S -1.99378 2.61463 1.06012
H -1.86596 -1.32280 -2.29852
H -4.32550 -1.74324 -3.13564
H -5.82772 0.38699 -2.75777
H 1.66714 1.95313 -1.19937
H 2.98558 1.84231 -3.45625
H 1.37455 1.33398 -5.47418
H -0.63011 3.97991 -1.98492
H -1.25407 5.87259 -0.28178
H -2.24084 4.87629 1.94058
Cl 5.81539 -2.12363 -0.48014
C 4.59614 -2.19965 -1.74932
Cl 4.31425 -3.87770 -2.20480
Cl 5.15709 -1.27626 -3.16340
C 3.27466 -1.51352 -1.30497
O 2.21612 -1.90137 -1.84940
O 3.34542 -0.58358 -0.47679
```

Output
Total energy   -107838.3817 eV
LUMO energy (spin up / spin down)   -0.021 / -1.183 eV
Kohn-Sham gap (spin up / spin down)   0.2997 / 0.2564 Ha
2S+1   3


(3)
A 5-piece molecular cluster, C10H30O5 overall at a distorted geometry, computed with wB97M-V/def2-TZVPD.

XYZ file:
```
45
Properties=species:S:1:pos:R:3
C 10.15636 -21.06039 5.36111
C 10.78253 -22.37093 4.87082
O 12.04059 -22.18899 4.26672
H 10.51512 -20.69038 6.32413
H 9.07902 -21.20174 5.48397
H 10.33651 -20.29507 4.60662
H 10.07119 -22.74544 4.13237
H 10.90860 -23.11795 5.66214
H 12.74126 -22.17326 4.95133
C 16.28715 -24.15184 4.23704
C 17.51450 -24.86960 4.78010
O 17.32842 -26.28986 4.61076
H 16.20854 -24.37426 3.17532
H 16.41645 -23.06079 4.26308
H 15.40276 -24.32137 4.84436
H 17.71358 -24.64572 5.83088
H 18.41076 -24.62260 4.21424
H 16.87480 -26.60838 5.39546
C 13.11004 -23.90233 9.61498
C 14.45305 -24.61365 9.48808
O 14.88830 -24.39416 8.09666
H 12.47321 -24.12723 8.76508
H 13.26551 -22.83213 9.74481
H 12.61339 -24.20859 10.53931
H 14.35344 -25.68556 9.64599
H 15.24129 -24.12543 10.06074
H 15.60590 -25.02204 7.96057
C 18.52976 -20.68356 7.22354
C 18.55677 -20.81140 5.71354
O 17.50188 -19.96452 5.21625
H 19.14465 -21.43673 7.72135
H 17.51719 -20.87985 7.57221
H 18.86927 -19.69701 7.52817
H 18.32454 -21.81509 5.34112
H 19.51369 -20.51227 5.27702
H 17.32666 -20.16350 4.29313
C 13.74613 -20.45527 7.45968
C 14.54051 -21.18221 6.38699
O 14.02225 -22.51434 6.16682
H 12.67166 -20.51866 7.30608
H 14.07547 -19.41027 7.43919
H 13.98136 -20.78788 8.47262
H 15.56514 -21.35788 6.71180
H 14.52215 -20.63029 5.45239
H 14.25548 -23.07246 6.92682
```

Output
Total energy   -21092.4699 eV
LUMO energy   0.201 eV
SMILES   CCO.CCO.CCO.CCO.CCO
Kohn-Sham gap   0.3536 Ha
2S+1   1


(4)
C41H41HoN5O3PS as an isolated structure at a distorted geometry, computed with wB97M-V/def2-TZVPD.

XYZ file:
```
93
Properties=species:S:1:pos:R:3
Ho 0.49710 -0.10812 0.02842
C -1.68088 5.11504 2.13662
C -1.51160 5.45736 0.66968
C -0.26157 5.60430 0.06637
C -0.27751 5.67831 -1.33166
C -1.36810 6.10798 -2.02053
C -2.63606 6.04498 -1.40863
C -2.73995 5.67346 -0.11689
H -2.08222 4.07309 2.17522
H -2.33134 5.81205 2.65052
H -0.73157 5.05518 2.70480
H 0.63681 5.54289 0.68687
H 0.62659 5.40408 -1.96586
H -1.30548 6.34833 -3.04114
H -3.57189 6.33207 -1.95186
H -3.66433 5.38148 0.32800
N 3.78706 -1.77930 6.55276
C 3.30222 -0.97512 5.54207
C 4.05852 -0.01634 4.81120
C 3.47823 0.81862 3.87592
C 2.08655 0.74593 3.69327
C 1.27341 -0.10013 4.41526
C 1.91473 -0.96240 5.29363
S 1.35525 1.55713 2.35762
O 0.12742 0.68723 2.14305
O 1.03953 2.86501 2.87241
N 2.10037 1.43881 0.99913
C 3.12042 0.77749 0.42797
N 2.74824 -0.05420 -0.63890
C 3.78771 -0.52519 -1.44786
C 5.04639 -0.53900 -0.96250
C 5.33377 0.32662 0.09214
N 4.37888 0.97922 0.79069
H 4.83932 -1.85535 6.47435
H 3.32330 -2.65184 6.82118
H 5.15851 0.11152 4.90421
H 4.12837 1.41475 3.15470
H 0.20517 -0.22756 4.31287
H 1.29030 -1.62318 5.89519
H 3.49008 -1.10438 -2.28492
H 5.93864 -1.09904 -1.37016
H 6.34753 0.41522 0.46787
C 2.84963 -4.14289 1.56580
C 2.11048 -3.37981 0.48176
C 2.31983 -4.05758 -0.88342
C 0.63776 -3.26948 0.90240
C -0.37380 -4.45528 0.69331
O -1.67034 -3.79475 0.65836
C -1.44790 -2.44749 0.45602
N -0.18173 -2.08294 0.40449
C -2.66838 -1.69720 0.46524
C -3.59257 -1.99078 1.47183
C -4.74331 -1.17972 1.52714
C -4.97346 -0.07594 0.72976
C -4.06659 0.21483 -0.28962
C -2.90244 -0.62831 -0.44403
P -1.59387 0.06027 -1.56772
C -2.64345 0.91656 -2.79571
C -2.26459 2.24342 -3.08564
C -3.03165 2.92759 -4.03588
C -4.11520 2.24397 -4.63499
C -4.43195 0.89904 -4.43980
C -3.67386 0.22998 -3.43261
C -0.84886 -1.21061 -2.71092
C 0.31230 -0.85342 -3.42911
C 0.92534 -1.80714 -4.22238
C 0.23867 -2.97671 -4.62487
C -1.09910 -3.04964 -4.21791
C -1.61069 -2.28580 -3.14206
H 3.96129 -3.97790 1.51560
H 2.61344 -5.25113 1.59499
H 2.49200 -3.75573 2.58436
H 2.49826 -2.38250 0.51186
H 1.99249 -5.06717 -0.76102
H 3.48088 -3.99300 -1.03574
H 1.89724 -3.56919 -1.79423
H 0.70479 -3.21280 2.01654
H -0.36214 -5.17774 1.49506
H -0.25636 -4.97886 -0.26770
H -3.54532 -2.78644 2.21832
H -5.42500 -1.46978 2.29244
H -5.89119 0.52402 0.90639
H -4.14981 1.20266 -0.82518
H -1.31648 2.61294 -2.62353
H -2.67838 3.92185 -4.28435
H -4.88946 2.73684 -5.28785
H -5.26079 0.50540 -4.98650
H -3.84829 -0.79805 -3.06453
H 0.89600 0.08898 -3.27780
H 1.94741 -1.63452 -4.56165
H 0.72812 -3.78052 -5.18522
H -1.73963 -3.79602 -4.65868
H -2.56723 -2.45850 -2.72407
```

Output
Total energy   -102682.2098 eV
LUMO energy (spin up / spin down)   -6.001 / -5.954 eV
Net charge   +2
Kohn-Sham gap (spin up / spin down)   0.2277 / 0.2294 Ha
2S+1   5


(5)
C5H9OP as an isolated structure at a distorted geometry, computed with wB97M-V/def2-TZVPD.

XYZ file:
```
16
Properties=species:S:1:pos:R:3
C -0.76162 -0.10391 1.26683
C -0.43761 0.52337 -0.08944
C -1.04489 -0.81468 -0.00946
C 2.09052 -0.31661 -0.20532
C 0.96623 0.66844 -0.70121
O -3.69989 0.57919 -0.05792
P -3.40957 -0.73710 -0.54045
H 0.16966 -0.37171 1.64637
H -1.38045 0.40993 2.04693
H -1.16567 1.26126 -0.52380
H -0.59323 -1.82479 -0.13817
H 2.04619 -0.58569 0.83437
H 3.05184 0.24883 -0.49373
H 2.09220 -1.20959 -0.79173
H 0.84919 0.59336 -1.78684
H 1.22712 1.67969 -0.45644
```

Output
Total energy   -16664.0755 eV
LUMO energy   -0.827 eV
Kohn-Sham gap   0.2708 Ha
2S+1   1


(6)
An isolated ion of composition C4H7N2 and charge +1 at a distorted geometry, computed with wB97M-V/def2-TZVPD.

XYZ file:
```
13
Properties=species:S:1:pos:R:3
C 2.76700 0.46849 -0.24752
C 1.80488 -0.21537 0.02312
N 0.56310 -0.83290 0.12407
C -0.45795 0.14935 0.77353
C -1.66373 0.21475 -0.17978
N -0.64111 1.26932 0.00077
H 3.66622 0.97594 -0.43531
H 0.76314 -1.74637 0.69573
H 0.33202 -0.95945 -0.78431
H -0.45431 0.12200 1.81876
H -1.72227 -0.40379 -1.11263
H -2.72830 0.42996 0.17411
H 0.02595 1.56492 -0.71454
```

Output
Total energy   -7229.8883 eV
LUMO energy   -3.737 eV
Net charge   +1
SMILES   C#C[NH2+][C@@H]1CN1
Kohn-Sham gap   0.4064 Ha
2S+1   1


(7)
An isolated ion of composition C3H8N5 and charge +1 at a distorted geometry, computed with wB97M-V/def2-TZVPD.

XYZ file:
```
16
Properties=species:S:1:pos:R:3
N -0.58119 0.32275 2.17130
C 0.00410 0.03469 1.01434
N 0.16109 0.99471 0.16667
N 0.50197 0.67539 -1.15162
N 0.07394 1.76343 -1.98446
N -0.07071 -0.53533 -1.55724
C -0.07904 -1.53677 -0.61092
C 0.32470 -1.38496 0.72064
H -0.49517 -0.17722 3.07447
H -0.89286 1.29800 2.19356
H 1.50174 0.75522 -1.27195
H -0.21563 1.21778 -2.83351
H -0.79726 2.15194 -1.63263
H -0.60319 -2.39938 -0.81635
H -0.19095 -1.84484 1.51972
H 1.35845 -1.33541 0.99797
```

Output
Total energy   -10680.7556 eV
LUMO energy   -4.529 eV
Net charge   +1
SMILES   NC1=N[N@H+](N)N=CC1
Kohn-Sham gap   0.3653 Ha
2S+1   1


(8)
An isolated ion of composition C6H10NS and charge +1 at a distorted geometry, computed with wB97M-V/def2-TZVPD.

XYZ file:
```
18
Properties=species:S:1:pos:R:3
C -0.24090 1.08895 0.25391
C -2.20670 -0.33196 -0.20111
C 0.77582 0.09026 -0.07811
C 0.58229 -1.32966 0.17716
C 1.65052 -2.31335 0.00613
C -2.45894 1.92661 -0.03880
N -1.56989 0.76636 0.18925
S -3.08925 -1.54802 -0.00487
H 0.11336 2.01788 -0.01001
H 0.96397 0.28640 -1.15954
H 1.73297 0.52527 0.31064
H -0.28858 -1.78559 0.74332
H 2.56386 -1.75453 -0.54360
H 1.49952 -3.10111 -0.70928
H 2.03282 -2.81400 0.91608
H -3.41135 1.73594 0.28530
H -2.73179 2.13198 -1.13783
H -2.11754 2.71166 0.60298
```

Output
Total energy   -18696.9760 eV
LUMO energy (spin up / spin down)   -5.654 / -5.267 eV
Net charge   +1
Kohn-Sham gap (spin up / spin down)   0.2208 / 0.2605 Ha
2S+1   1


(9)
C9H10Br2O2 as an isolated structure at a distorted geometry, computed with wB97M-V/def2-TZVPD.

XYZ file:
```
23
Properties=species:S:1:pos:R:3
C -2.81399 1.04256 0.03125
C -2.46717 -0.33046 0.15253
C -1.91911 1.95956 -0.56217
C -1.20086 -0.72902 -0.22871
C -0.65899 1.55712 -0.80584
C -0.31274 0.22714 -0.61754
C 1.77053 -0.66358 1.43462
C 1.06920 -0.15237 -1.01805
C 2.24172 0.18905 0.20590
O 1.73465 -2.05424 1.27872
O 1.36028 0.36905 -2.26576
Br 3.94932 -0.51858 -0.47806
Br 2.45336 2.07284 0.62121
H -3.84006 1.18443 0.19952
H -3.26608 -0.89606 0.61826
H -2.15723 3.03215 -0.75498
H -0.86192 -1.70036 -0.28256
H 0.03856 2.19976 -1.21428
H 2.34356 -0.51239 2.38066
H 0.71359 -0.24066 1.37632
H 1.21544 -1.19120 -0.91229
H 2.78396 -2.26029 1.22524
H 2.20357 0.35360 -2.76768
```

Output
Total energy   -153673.2306 eV
LUMO energy   0.365 eV
Kohn-Sham gap   0.3524 Ha
2S+1   1


(10)
A 2-piece molecular cluster, C4H12NO3 overall at a distorted geometry, computed with wB97M-V/def2-TZVPD.

XYZ file:
```
20
Properties=species:S:1:pos:R:3
C 0.12280 1.16053 1.15617
C -0.16674 -0.18732 0.56043
C -0.37281 -0.07425 -0.97808
C 0.96588 -0.19419 -1.69356
O 0.98939 -1.30722 -2.39895
O 1.97942 0.48618 -1.63674
N 1.45370 1.66592 0.68961
H -0.77381 1.75709 0.88476
H 0.07245 1.02645 2.21779
H -1.18031 -0.61050 0.87776
H 0.67301 -0.94027 0.76896
H -0.79942 0.82108 -1.35703
H -0.99907 -0.85902 -1.30342
H 1.42829 -1.15858 -3.37761
H 1.71059 2.52969 1.19760
H 2.12083 0.89420 0.99103
H 1.58926 1.91425 -0.30882
H -2.87344 -2.28292 2.03422
H -2.93277 -2.70307 0.55400
O -3.00724 -1.93806 1.12186
```

Output
Total energy   -11968.3675 eV
LUMO energy   -3.266 eV
Net charge   +1
Kohn-Sham gap   0.4158 Ha
2S+1   1


(11)
A 2-piece molecular cluster, C4H9NO overall, computed with wB97M-V/def2-TZVPD.

XYZ file:
```
15
Properties=species:S:1:pos:R:3
C -1.97071 -0.37716 0.33476
C -0.85980 0.30718 0.20136
N 0.14466 1.00180 0.20952
C -0.06610 2.43437 0.03299
H -2.51178 -0.25616 1.26343
H -2.36793 -0.99194 -0.46170
H -1.00749 2.64940 -0.48548
H -0.11191 2.85819 1.04012
H 0.77151 2.88797 -0.49589
C 1.68073 -1.72086 -0.35428
O 0.30297 -1.92091 -0.58349
H 2.14017 -1.57272 -1.33501
H 2.13705 -2.59957 0.11965
H 1.88532 -0.82994 0.25431
H -0.16668 -1.86966 0.25969
```

Output
Total energy   -7829.2305 eV
LUMO energy   0.957 eV
SMILES   C=C=NC.CO
Kohn-Sham gap   0.3649 Ha
2S+1   1


(12)
An isolated ion of composition C6H9N4O5 and charge +1 at a distorted geometry, computed with wB97M-V/def2-TZVPD.

XYZ file:
```
24
Properties=species:S:1:pos:R:3
C -0.53628 -0.41898 3.01489
N -0.55803 -0.72375 1.64263
C -0.90055 -2.00338 1.29861
O -1.22045 -2.81554 2.09575
N -0.66156 -2.38261 -0.07763
C -0.13224 -1.59651 -1.01406
O 0.31135 -1.88429 -2.07346
C -0.41608 -0.09588 -0.70241
O -1.78640 0.14688 -0.65762
N 0.16397 0.65760 -1.80249
C 1.11151 1.65043 -1.83225
N 1.26903 2.46172 -0.83953
O 1.70132 1.86572 -2.95492
C 0.10057 0.08460 0.73068
O 0.76365 0.95797 1.30217
H -0.95292 0.54707 3.23542
H -1.06289 -1.14610 3.52922
H 0.50848 -0.41817 3.48559
H -1.07551 -3.34194 -0.28497
H -2.05912 0.68076 -1.42192
H -0.03998 0.11701 -2.65343
H 1.97916 3.18442 -0.88886
H 1.12609 2.02227 0.12212
H 2.36688 2.45069 -3.25349
```

Output
Total energy   -22559.5422 eV
LUMO energy   -3.827 eV
Net charge   +1
SMILES   CN1C(=O)NC(=O)[C@](O)(NC(=[NH2+])O)C1=O
Kohn-Sham gap   0.3774 Ha
2S+1   1